This record from OMol25 describes a 21-piece molecular cluster, C76H213N19O21 overall at a distorted geometry. The level of theory is ωB97M-V/def2-TZVPD.

Bonds (Å) are listed after each position.
Atoms and positions in Å:
1 C 6.2925 1.9361 -1.5720  C2 1.538, H7 1.090, H8 1.090, H9 1.090
2 C 6.9039 0.8842 -2.5124  C1 1.538, C3 1.546, N6 1.436, H10 1.090
3 C 6.1079 -0.4405 -2.4839  C2 1.546, O4 1.411, H11 1.090, H12 1.090
4 O 5.8450 -1.0569 -1.2424  C3 1.411, C5 1.385
5 C 6.9804 -1.6414 -0.7053  O4 1.385, H13 1.090, H14 1.090, H15 1.090
6 N 6.9236 1.4738 -3.8217  C2 1.436, H16 1.010, H17 1.010
7 H 6.8605 2.8617 -1.6652  C1 1.090
8 H 6.4486 1.4978 -0.5862  C1 1.090
9 H 5.2481 1.9732 -1.8815  C1 1.090
10 H 7.9197 0.6444 -2.1980  C2 1.090
11 H 6.5478 -1.2328 -3.0895  C3 1.090
12 H 5.1355 -0.2939 -2.9540  C3 1.090
13 H 7.7637 -1.7684 -1.4526  C5 1.090
14 H 6.8076 -2.6846 -0.4407  C5 1.090
15 H 7.4225 -1.1506 0.1617  C5 1.090
16 H 7.4341 2.3178 -3.6046  N6 1.010
17 H 6.0053 1.7603 -4.1296  N6 1.010
18 C -4.7055 3.1134 5.0457  C19 1.548, H24 1.090, H25 1.090, H26 1.090
19 C -6.1762 2.6956 5.2846  C18 1.548, C20 1.622, N23 1.452, H27 1.090
20 C -7.1297 3.7066 6.1210  C19 1.622, O21 1.454, H28 1.090, H29 1.090
21 O -6.4957 3.9097 7.4138  C20 1.454, C22 1.428
22 C -7.1440 4.8255 8.2967  O21 1.428, H30 1.090, H31 1.090, H32 1.090
23 N -6.7951 2.4918 3.9867  C19 1.452, H33 1.010, H34 1.010
24 H -4.6837 4.1971 4.9304  C18 1.090
25 H -4.1621 2.5234 4.3076  C18 1.090
26 H -4.2052 3.0561 6.0125  C18 1.090
27 H -6.1964 1.7791 5.8743  C19 1.090
28 H -8.1415 3.3437 6.3019  C20 1.090
29 H -7.1405 4.6886 5.6480  C20 1.090
30 H -7.1710 5.8409 7.9012  C22 1.090
31 H -6.6048 4.8387 9.2439  C22 1.090
32 H -8.1813 4.4941 8.3446  C22 1.090
33 H -7.4266 1.7051 4.0353  N23 1.010
34 H -6.0286 2.1955 3.3995  N23 1.010
35 C -3.4146 -3.4052 3.2754  C36 1.492, H41 1.090, H42 1.090, H43 1.090
36 C -2.1137 -3.9269 3.7859  C35 1.492, C37 1.565, N40 1.459, H44 1.090
37 C -2.0339 -5.4429 3.4043  C36 1.565, O38 1.469, H45 1.090, H46 1.090
38 O -2.9607 -6.3055 4.1483  C37 1.469, C39 1.432
39 C -2.7067 -6.3622 5.5563  O38 1.432, H47 1.090, H48 1.090, H49 1.090
40 N -1.0295 -3.1142 3.2435  C36 1.459, H50 1.010, H51 1.010
41 H -4.2104 -4.0064 3.7151  C35 1.090
42 H -3.5112 -3.4227 2.1899  C35 1.090
43 H -3.5994 -2.3813 3.6004  C35 1.090
44 H -1.9437 -3.7230 4.8431  C36 1.090
45 H -1.0261 -5.8333 3.5460  C37 1.090
46 H -2.1818 -5.6392 2.3423  C37 1.090
47 H -1.6683 -6.5946 5.7930  C39 1.090
48 H -3.4203 -6.9548 6.1287  C39 1.090
49 H -2.7673 -5.3543 5.9670  C39 1.090
50 H -0.8579 -2.2125 3.6651  N40 1.010
51 H -0.1996 -3.5658 3.6004  N40 1.010
52 C 3.6020 -1.1129 2.5342  C53 1.533, H58 1.090, H59 1.090, H60 1.090
53 C 2.4937 -2.1709 2.5711  C52 1.533, C54 1.554, N57 1.451, H61 1.090
54 C 2.6028 -3.0170 3.8696  C53 1.554, O55 1.437, H62 1.090, H63 1.090
55 O 1.8242 -4.2154 3.7152  C54 1.437, C56 1.455
56 C 1.6447 -4.9234 4.9732  O55 1.455, H64 1.090, H65 1.090, H66 1.090
57 N 1.2491 -1.4268 2.5369  C53 1.451, H67 1.010, H68 1.010
58 H 3.7779 -0.6038 1.5866  C52 1.090
59 H 4.5666 -1.5895 2.7091  C52 1.090
60 H 3.6457 -0.3982 3.3560  C52 1.090
61 H 2.4804 -2.7672 1.6588  C53 1.090
62 H 2.2847 -2.4061 4.7144  C54 1.090
63 H 3.6214 -3.3936 3.9631  C54 1.090
64 H 2.5906 -5.1118 5.4809  C56 1.090
65 H 1.2451 -5.9230 4.8022  C56 1.090
66 H 0.9739 -4.3659 5.6269  C56 1.090
67 H 1.1967 -1.1915 3.5177  N57 1.010
68 H 0.6077 -2.1987 2.4231  N57 1.010
69 C 6.7676 2.8361 2.9274  C70 1.539, H75 1.090, H76 1.090, H77 1.090
70 C 8.1239 2.1139 3.0088  C69 1.539, C71 1.531, N74 1.443, H78 1.090
71 C 8.5902 1.5008 1.6862  C70 1.531, O72 1.452, H79 1.090, H80 1.090
72 O 9.5446 0.4368 1.9411  C71 1.452, C73 1.448
73 C 10.8264 0.9505 2.3763  O72 1.448, H81 1.090, H82 1.090, H83 1.090
74 N 8.9787 3.1177 3.5951  C70 1.443, H84 1.010, H85 1.010
75 H 6.8160 3.7847 2.3928  C69 1.090
76 H 6.1815 2.9345 3.8411  C69 1.090
77 H 6.1395 2.2990 2.2167  C69 1.090
78 H 8.1445 1.3819 3.8161  C70 1.090
79 H 9.1854 2.2355 1.1439  C71 1.090
80 H 7.8013 0.9597 1.1636  C71 1.090
81 H 10.8882 1.4318 3.3523  C73 1.090
82 H 11.5317 1.3927 1.6726  C73 1.090
83 H 11.4135 0.0640 2.6164  C73 1.090
84 H 8.9518 3.0715 4.6037  N74 1.010
85 H 9.8526 3.1655 3.0910  N74 1.010
86 C -6.3363 -9.0819 -1.6840  C87 1.504, H92 1.090, H93 1.090, H94 1.090
87 C -4.9856 -9.1349 -2.3433  C86 1.504, C88 1.575, N91 1.454, H95 1.090
88 C -3.8161 -8.7838 -1.3480  C87 1.575, O89 1.407, H96 1.090, H97 1.090
89 O -3.6981 -7.3821 -1.3106  C88 1.407, C90 1.411
90 C -2.5418 -6.9341 -0.6382  O89 1.411, H98 1.090, H99 1.090, H100 1.090
91 N -4.7228 -10.3663 -3.0698  C87 1.454, H101 1.010, H102 1.010
92 H -7.0772 -9.4574 -2.3899  C86 1.090
93 H -6.6191 -8.0384 -1.5453  C86 1.090
94 H -6.3737 -9.4758 -0.6683  C86 1.090
95 H -4.9902 -8.3158 -3.0624  C87 1.090
96 H -2.8893 -9.2677 -1.6561  C88 1.090
97 H -4.1233 -9.1591 -0.3719  C88 1.090
98 H -1.6078 -7.0049 -1.1956  C90 1.090
99 H -2.4585 -7.2415 0.4043  C90 1.090
100 H -2.5802 -5.8550 -0.4892  C90 1.090
101 H -3.7910 -10.3300 -3.4578  N91 1.010
102 H -4.8102 -11.0609 -2.3418  N91 1.010
103 C -2.6264 -4.8099 -11.1155  C104 1.570, H109 1.090, H110 1.090, H111 1.090
104 C -1.1888 -4.3837 -10.6486  C103 1.570, C105 1.561, N108 1.418, H112 1.090
105 C -1.1352 -4.0029 -9.1362  C104 1.561, O106 1.397, H113 1.090, H114 1.090
106 O 0.0725 -3.3486 -8.8841  C105 1.397, C107 1.440
107 C 0.3683 -3.4118 -7.4757  O106 1.440, H115 1.090, H116 1.090, H117 1.090
108 N -0.2606 -5.4249 -10.9015  C104 1.418, H118 1.010, H119 1.010
109 H -3.4216 -4.0690 -11.1979  C103 1.090
110 H -2.9849 -5.4062 -10.2764  C103 1.090
111 H -2.6090 -5.4345 -12.0086  C103 1.090
112 H -0.9575 -3.4832 -11.2175  C104 1.090
113 H -1.1837 -4.9115 -8.5359  C105 1.090
114 H -1.8818 -3.2709 -8.8282  C105 1.090
115 H 1.2611 -2.7942 -7.3777  C107 1.090
116 H 0.5548 -4.4422 -7.1732  C107 1.090
117 H -0.3373 -2.9401 -6.7918  C107 1.090
118 H 0.6174 -4.9378 -10.7916  N108 1.010
119 H -0.2828 -6.1260 -10.1749  N108 1.010
120 C -5.9954 -5.7140 -7.6853  C121 1.548, H126 1.090, H127 1.090, H128 1.090
121 C -4.6706 -6.0577 -6.9614  C120 1.548, C122 1.570, N125 1.463, H129 1.090
122 C -4.7912 -6.1020 -5.3962  C121 1.570, O123 1.396, H130 1.090, H131 1.090
123 O -5.6736 -5.1654 -4.8554  C122 1.396, C124 1.379
124 C -6.0103 -5.3111 -3.5265  O123 1.379, H132 1.090, H133 1.090, H134 1.090
125 N -4.0783 -7.2522 -7.5644  C121 1.463, H135 1.010, H136 1.010
126 H -6.3354 -4.6890 -7.5375  C120 1.090
127 H -6.8111 -6.3508 -7.3430  C120 1.090
128 H -5.8261 -5.8753 -8.7500  C120 1.090
129 H -4.0567 -5.1914 -7.2079  C121 1.090
130 H -3.8296 -6.0172 -4.8901  C122 1.090
131 H -5.1470 -7.1141 -5.2035  C122 1.090
132 H -6.5417 -6.2534 -3.3925  C124 1.090
133 H -6.7190 -4.5521 -3.1952  C124 1.090
134 H -5.1366 -5.4596 -2.8919  C124 1.090
135 H -4.0924 -7.2509 -8.5743  N125 1.010
136 H -4.7062 -7.9982 -7.3012  N125 1.010
137 C -1.3747 1.8883 -3.9670  C138 1.598, H143 1.090, H144 1.090, H145 1.090
138 C -2.4234 2.3360 -2.8481  C137 1.598, C139 1.529, N142 1.369, H146 1.090
139 C -3.3879 3.4459 -3.2661  C138 1.529, O140 1.425, H147 1.090, H148 1.090
140 O -2.7996 4.7205 -3.0196  C139 1.425, C141 1.421
141 C -3.5545 5.8490 -3.4392  O140 1.421, H149 1.090, H150 1.090, H151 1.090
142 N -3.0303 1.1817 -2.4331  C138 1.369, H152 1.010, H153 1.010
143 H -0.5665 1.2945 -3.5401  C137 1.090
144 H -0.9302 2.8117 -4.3381  C137 1.090
145 H -1.9002 1.4717 -4.8264  C137 1.090
146 H -1.8641 2.7501 -2.0092  C138 1.090
147 H -4.4070 3.3636 -2.8883  C139 1.090
148 H -3.5276 3.3888 -4.3457  C139 1.090
149 H -4.3150 5.6795 -4.2014  C141 1.090
150 H -3.0305 6.7311 -3.8070  C141 1.090
151 H -4.1428 6.1539 -2.5737  C141 1.090
152 H -3.7570 1.2980 -1.7414  N142 1.010
153 H -2.4214 0.6908 -1.7941  N142 1.010
154 C -0.7133 4.6966 3.8181  C155 1.501, H160 1.090, H161 1.090, H162 1.090
155 C -1.7790 4.2271 2.8710  C154 1.501, C156 1.589, N159 1.398, H163 1.090
156 C -2.8987 5.3073 2.5496  C155 1.589, O157 1.387, H164 1.090, H165 1.090
157 O -3.5894 4.8784 1.4261  C156 1.387, C158 1.377
158 C -4.5323 5.8484 1.1695  O157 1.377, H166 1.090, H167 1.090, H168 1.090
159 N -1.1005 3.9351 1.6843  C155 1.398, H169 1.010, H170 1.010
160 H -1.2316 5.0377 4.7143  C154 1.090
161 H -0.1641 5.5321 3.3843  C154 1.090
162 H 0.0161 3.9416 4.1117  C154 1.090
163 H -2.1741 3.2585 3.1773  C155 1.090
164 H -2.5019 6.2938 2.3100  C156 1.090
165 H -3.4217 5.4305 3.4980  C156 1.090
166 H -4.7381 6.5379 1.9882  C158 1.090
167 H -5.4635 5.3607 0.8812  C158 1.090
168 H -4.2357 6.3686 0.2587  C158 1.090
169 H -0.4500 3.1630 1.7127  N159 1.010
170 H -1.7990 3.5429 1.0692  N159 1.010
171 C 1.7350 4.1336 -2.0534  C172 1.518, H177 1.090, H178 1.090, H179 1.090
172 C 3.0932 3.7329 -2.5991  C171 1.518, C173 1.533, N176 1.500, H180 1.090
173 C 3.1138 3.2524 -4.0548  C172 1.533, O174 1.407, H181 1.090, H182 1.090
174 O 4.3805 2.9128 -4.5659  C173 1.407, C175 1.409
175 C 4.3435 2.6051 -5.9409  O174 1.409, H183 1.090, H184 1.090, H185 1.090
176 N 4.0136 4.8935 -2.3642  C172 1.500, H186 1.010, H187 1.010
177 H 1.2430 3.5557 -1.2710  C171 1.090
178 H 1.0522 4.0759 -2.9011  C171 1.090
179 H 1.6461 5.1163 -1.5903  C171 1.090
180 H 3.4639 2.8339 -2.1067  C172 1.090
181 H 2.6317 4.0136 -4.6681  C173 1.090
182 H 2.4881 2.3599 -4.0534  C173 1.090
183 H 3.9554 1.6036 -6.1262  C175 1.090
184 H 5.3235 2.5999 -6.4182  C175 1.090
185 H 3.7590 3.3788 -6.4386  C175 1.090
186 H 4.9009 4.8333 -2.8430  N176 1.010
187 H 3.6905 5.7985 -2.6750  N176 1.010
188 C -0.3210 8.7242 1.5702  C189 1.555, H194 1.090, H195 1.090, H196 1.090
189 C -1.3023 8.2083 0.4794  C188 1.555, C190 1.572, N193 1.444, H197 1.090
190 C -1.5959 9.2751 -0.6379  C189 1.572, O191 1.389, H198 1.090, H199 1.090
191 O -2.7094 8.8868 -1.3724  C190 1.389, C192 1.429
192 C -2.9625 9.6396 -2.5607  O191 1.429, H200 1.090, H201 1.090, H202 1.090
193 N -0.8692 6.9961 -0.1748  C189 1.444, H203 1.010, H204 1.010
194 H -0.9311 9.3188 2.2501  C188 1.090
195 H 0.4270 9.4373 1.2238  C188 1.090
196 H 0.1900 7.9026 2.0722  C188 1.090
197 H -2.2793 7.8873 0.8406  C189 1.090
198 H -0.7349 9.4469 -1.2839  C190 1.090
199 H -1.7331 10.2941 -0.2759  C190 1.090
200 H -2.8435 10.6914 -2.3008  C192 1.090
201 H -3.9334 9.4856 -3.0317  C192 1.090
202 H -2.1417 9.4019 -3.2373  C192 1.090
203 H -0.9256 6.3164 0.5702  N193 1.010
204 H -1.5700 6.9284 -0.8990  N193 1.010
205 C 2.3313 -5.2955 -3.3751  C206 1.574, H211 1.090, H212 1.090, H213 1.090
206 C 2.5930 -5.0638 -4.9103  C205 1.574, C207 1.506, N210 1.456, H214 1.090
207 C 3.0541 -3.6684 -5.2373  C206 1.506, O208 1.452, H215 1.090, H216 1.090
208 O 2.0115 -2.7858 -4.7444  C207 1.452, C209 1.411
209 C 2.4731 -1.5462 -4.2527  O208 1.411, H217 1.090, H218 1.090, H219 1.090
210 N 3.6202 -5.9519 -5.4367  C206 1.456, H220 1.010, H221 1.010
211 H 1.6293 -4.5497 -3.0022  C205 1.090
212 H 3.2980 -5.4566 -2.8980  C205 1.090
213 H 1.8085 -6.2322 -3.1815  C205 1.090
214 H 1.6709 -5.3727 -5.4025  C206 1.090
215 H 3.1903 -3.5564 -6.3129  C207 1.090
216 H 3.9822 -3.5152 -4.6866  C207 1.090
217 H 3.2998 -1.7377 -3.5686  C209 1.090
218 H 1.6518 -1.0307 -3.7549  C209 1.090
219 H 2.7942 -0.8964 -5.0668  C209 1.090
220 H 3.4799 -6.8847 -5.0756  N210 1.010
221 H 4.5160 -5.6003 -5.1302  N210 1.010
222 C -0.2737 1.5341 6.0468  C223 1.601, H228 1.090, H229 1.090, H230 1.090
223 C 0.1078 0.0817 5.4921  C222 1.601, C224 1.528, N227 1.466, H231 1.090
224 C -0.0439 -0.9510 6.6087  C223 1.528, O225 1.396, H232 1.090, H233 1.090
225 O -1.3753 -1.1318 6.9876  C224 1.396, C226 1.402
226 C -1.5877 -1.8739 8.1583  O225 1.402, H234 1.090, H235 1.090, H236 1.090
227 N -0.7310 -0.1834 4.3192  C223 1.466, H237 1.010, H238 1.010
228 H 0.4099 1.7812 6.8590  C222 1.090
229 H -1.3026 1.6437 6.3896  C222 1.090
230 H -0.0650 2.1387 5.1642  C222 1.090
231 H 1.1236 0.0735 5.0971  C223 1.090
232 H 0.6781 -0.7335 7.3958  C224 1.090
233 H 0.3930 -1.8840 6.2526  C224 1.090
234 H -1.0220 -1.5028 9.0130  C226 1.090
235 H -1.4117 -2.9483 8.1065  C226 1.090
236 H -2.5946 -1.9027 8.5747  C226 1.090
237 H -1.7086 -0.0702 4.5462  N227 1.010
238 H -0.5772 0.4406 3.5401  N227 1.010
239 C 3.3161 5.8096 1.5671  C240 1.521, H245 1.090, H246 1.090, H247 1.090
240 C 4.2275 6.6148 0.6527  C239 1.521, C241 1.586, N244 1.435, H248 1.090
241 C 4.3687 8.1520 1.0158  C240 1.586, O242 1.351, H249 1.090, H250 1.090
242 O 3.2475 8.8865 0.8464  C241 1.351, C243 1.426
243 C 3.4162 10.1293 1.5249  O242 1.426, H251 1.090, H252 1.090, H253 1.090
244 N 5.4321 5.8391 0.5772  C240 1.435, H254 1.010, H255 1.010
245 H 3.3300 4.7577 1.2818  C239 1.090
246 H 2.2888 6.1058 1.3550  C239 1.090
247 H 3.5243 5.8450 2.6364  C239 1.090
248 H 3.7582 6.4716 -0.3206  C240 1.090
249 H 5.0912 8.5995 0.3333  C241 1.090
250 H 4.8264 8.2214 2.0026  C241 1.090
251 H 3.7017 10.0060 2.5696  C243 1.090
252 H 2.5488 10.7744 1.3853  C243 1.090
253 H 4.2358 10.7553 1.1721  C243 1.090
254 H 5.2532 4.9361 0.1615  N244 1.010
255 H 5.9064 6.3246 -0.1708  N244 1.010
256 C 1.6042 1.4026 0.5943  C257 1.529, H262 1.090, H263 1.090, H264 1.090
257 C 0.1961 1.0280 0.1302  C256 1.529, C258 1.569, N261 1.513, H265 1.090
258 C 0.1541 -0.1503 -0.9044  C257 1.569, O259 1.439, H266 1.090, H267 1.090
259 O -1.1952 -0.6420 -0.9992  C258 1.439, C260 1.469
260 C -1.2539 -1.8130 -1.8846  O259 1.469, H268 1.090, H269 1.090, H270 1.090
261 N -0.6157 0.7677 1.3798  C257 1.513, H271 1.010, H272 1.010
262 H 2.2309 0.5236 0.7453  C256 1.090
263 H 1.5442 1.9735 1.5209  C256 1.090
264 H 2.1518 2.0701 -0.0710  C256 1.090
265 H -0.2082 1.8970 -0.3889  C257 1.090
266 H 0.8151 -0.9645 -0.6074  C258 1.090
267 H 0.4378 0.1029 -1.9259  C258 1.090
268 H -2.3049 -2.0982 -1.9293  C260 1.090
269 H -0.7163 -2.6471 -1.4338  C260 1.090
270 H -0.9534 -1.5265 -2.8925  C260 1.090
271 H -0.0596 0.1362 1.9384  N261 1.010
272 H -1.4103 0.2604 1.0174  N261 1.010
273 C -5.1008 -2.8931 -0.2614  C274 1.539, H279 1.090, H280 1.090, H281 1.090
274 C -5.5778 -1.5101 -0.7397  C273 1.539, C275 1.564, N278 1.425, H282 1.090
275 C -4.7400 -0.3392 -0.1279  C274 1.564, O276 1.424, H283 1.090, H284 1.090
276 O -5.3729 0.8163 -0.6682  C275 1.424, C277 1.459
277 C -5.1678 2.0956 0.0027  O276 1.459, H285 1.090, H286 1.090, H287 1.090
278 N -5.5286 -1.5118 -2.1634  C274 1.425, H288 1.010, H289 1.010
279 H -4.1521 -3.2107 -0.6940  C273 1.090
280 H -5.8623 -3.6649 -0.3735  C273 1.090
281 H -4.9507 -2.6402 0.7882  C273 1.090
282 H -6.5804 -1.2943 -0.3704  C274 1.090
283 H -3.7329 -0.6310 -0.4256  C275 1.090
284 H -4.7253 -0.3622 0.9618  C275 1.090
285 H -5.6710 2.8696 -0.5768  C277 1.090
286 H -4.1000 2.2908 0.1025  C277 1.090
287 H -5.5469 2.0108 1.0211  C277 1.090
288 H -4.6819 -2.0071 -2.4038  N278 1.010
289 H -5.2842 -0.5546 -2.3733  N278 1.010
290 C 2.7996 4.2043 8.8597  C291 1.565, H296 1.090, H297 1.090, H298 1.090
291 C 1.8619 4.9955 7.8886  C290 1.565, C292 1.501, N295 1.409, H299 1.090
292 C 2.2091 4.8737 6.4330  C291 1.501, O293 1.484, H300 1.090, H301 1.090
293 O 2.1282 3.4376 6.0664  C292 1.484, C294 1.454
294 C 2.8486 3.0784 4.8554  O293 1.454, H302 1.090, H303 1.090, H304 1.090
295 N 0.6109 4.5699 8.3790  C291 1.409, H305 1.010, H306 1.010
296 H 3.8422 4.4851 8.7111  C290 1.090
297 H 2.8862 3.1235 8.7477  C290 1.090
298 H 2.5954 4.4573 9.9001  C290 1.090
299 H 1.9561 6.0697 8.0473  C291 1.090
300 H 3.2306 5.1906 6.2228  C292 1.090
301 H 1.5528 5.4456 5.7771  C292 1.090
302 H 2.5354 3.7645 4.0685  C294 1.090
303 H 2.4601 2.1511 4.4344  C294 1.090
304 H 3.8912 2.9969 5.1627  C294 1.090
305 H 0.6820 3.5825 8.1788  N295 1.010
306 H 0.7354 4.5762 9.3813  N295 1.010
307 C 4.5621 -8.1365 0.9516  C308 1.495, H313 1.090, H314 1.090, H315 1.090
308 C 3.8755 -7.2556 -0.0426  C307 1.495, C309 1.560, N312 1.434, H316 1.090
309 C 2.9034 -6.2103 0.5876  C308 1.560, O310 1.442, H317 1.090, H318 1.090
310 O 2.2014 -5.6606 -0.5463  C309 1.442, C311 1.427
311 C 1.6041 -4.4035 -0.2319  O310 1.427, H319 1.090, H320 1.090, H321 1.090
312 N 4.9480 -6.4668 -0.5767  C308 1.434, H322 1.010, H323 1.010
313 H 4.9675 -9.0332 0.4828  C307 1.090
314 H 3.9454 -8.5789 1.7340  C307 1.090
315 H 5.4391 -7.7611 1.4787  C307 1.090
316 H 3.3034 -7.7320 -0.8388  C308 1.090
317 H 3.3659 -5.4329 1.1957  C309 1.090
318 H 2.3099 -6.8089 1.2786  C309 1.090
319 H 0.7654 -4.2257 -0.9051  C311 1.090
320 H 2.2775 -3.5526 -0.3350  C311 1.090
321 H 1.1925 -4.5098 0.7718  C311 1.090
322 H 5.4770 -5.9948 0.1426  N312 1.010
323 H 4.5283 -5.6825 -1.0552  N312 1.010
324 O -5.0936 0.9950 -4.7358  H325 0.957, H326 0.957
325 H -4.4072 0.9518 -4.0700  O324 0.957
326 H -4.9418 0.2274 -5.2871  O324 0.957
327 O -5.4345 -2.6696 -5.1158  H328 0.957, H329 0.957
328 H -6.0935 -2.4326 -4.4632  O327 0.957
329 H -5.3679 -3.6225 -5.0545  O327 0.957

Values from the calculation:
Kohn-Sham gap, eV: 8.73
F_max, eV/A: 4.3
E_tot, a.u.: -5643.0946
E_LUMO, eV: 0.232